[1]
{"formula": "C2H2EuFO2", "method": "ωB97M-V/def2-TZVPD", "elements": ["O", "C", "C", "O", "H", "F", "Eu", "H"], "coordinates": [[-0.3318, 0.7355, 0.7689], [0.6039, 0.7650, -0.0265], [0.6402, -0.3979, -0.9988], [-0.1867, -1.2757, -0.9322], [1.3641, 1.5583, -0.0551], [1.5456, -0.3649, -1.9185], [-1.8307, -1.2194, 0.8601], [-1.8046, 0.1992, 2.3020]], "atomic_forces_ev_per_a": [[1.986, 0.797, -1.972], [-0.957, 0.281, 1.412], [-0.617, -0.752, -0.288], [1.020, 0.528, -0.498], [-0.125, -0.156, -0.010], [0.191, 0.058, -0.012], [-1.032, -0.437, 0.694], [-0.466, -0.318, 0.674]], "mulliken_spin": [-0.003, 0.003, 0.000, -0.001, 0.000, 0.000, 7.059, -0.058], "total_charge": 1, "e_tot_ev": -28238.2087, "spin_multiplicity": 8, "lumo_ev": [-6.361, -6.341], "max_force_ha_per_bohr": 0.057, "relative_energy_kcal_mol": 44.1, "homo_ha": [-0.429, -0.429]}


[2]
{"formula": "FH3OSi", "method": "ωB97M-V/def2-TZVPD", "elements": ["O", "F", "Si", "H", "H", "H"], "coordinates": [[-0.5581, 0.9786, 0.2337], [1.9609, 0.5337, 0.1684], [0.5232, -0.2230, -0.0093], [-1.1467, 1.3258, -0.7236], [0.8487, -1.2448, 0.7860], [0.5149, -0.6200, -1.4614]], "atomic_forces_ev_per_a": [[-3.421, 1.280, -4.039], [-0.372, -0.084, -0.144], [1.580, 3.466, -3.417], [2.950, -1.862, 4.649], [-0.389, -2.739, 2.450], [-0.348, -0.062, 0.500]], "nbo_charge": [-1.111, -0.668, 1.768, 0.533, -0.253, -0.270], "total_charge": 0, "e_tot_ev": -12692.5645, "lumo_ev": 0.193, "max_force_ha_per_bohr": 0.113, "relative_energy_kcal_mol": 29.7, "smiles": "O[SiH2]F", "homo_ha": -0.427}